1.
{"formula": "C27H66N17O9", "method": "ωB97M-V with the def2-TZVPD basis set", "total_energy_ha": -2676.39791, "orbital_gap_ev": 8.8, "homo_energy_ha": -0.4159, "charge": 1, "elements": ["C", "C", "C", "C", "C", "N", "C", "C", "C", "C", "C", "C", "O", "C", "C", "C", "N", "C", "C", "C", "N", "C", "O", "C", "C", "H", "H", "H", "H", "H", "H", "H", "H", "H", "H", "H", "H", "H", "H", "H", "H", "H", "H", "H", "H", "H", "H", "H", "H", "H", "H", "H", "H", "H", "H", "H", "H", "H", "H", "H", "H", "H", "H", "C", "O", "N", "N", "H", "H", "H", "H", "C", "O", "N", "N", "H", "H", "H", "H", "C", "O", "N", "N", "H", "H", "H", "H", "C", "O", "N", "N", "H", "H", "H", "H", "C", "O", "N", "N", "H", "H", "H", "H", "C", "O", "N", "N", "H", "H", "H", "H", "C", "O", "N", "N", "H", "H", "H", "H"], "coordinates": [[1.194, 1.347, 0.550], [0.754, 0.583, 1.489], [-0.693, 0.298, 1.755], [-1.573, 1.538, 1.574], [-1.049, 2.810, 2.234], [-1.422, 3.926, 1.813], [-1.006, -0.888, 0.811], [-1.671, -0.538, -0.531], [-1.253, -1.481, -1.688], [-0.003, -0.996, -2.415], [1.293, -1.140, -1.618], [1.895, -2.539, -1.662], [2.692, -2.817, -0.517], [3.893, -2.079, -0.557], [-2.037, -1.762, 1.587], [-1.564, -1.477, 3.003], [-1.893, -2.382, 3.977], [-0.988, -3.548, 4.045], [0.371, -3.315, 4.713], [0.939, -4.608, 5.330], [-0.964, -0.336, 3.078], [-0.641, 0.249, 4.404], [0.487, 1.042, 4.437], [1.715, 0.315, 4.656], [2.855, 1.226, 4.231], [0.565, 1.871, -0.157], [2.270, 1.501, 0.484], [1.486, 0.065, 2.092], [-2.564, 1.308, 1.982], [-1.721, 1.748, 0.519], [-0.342, 2.811, 3.058], [-2.071, 3.819, 1.029], [-0.141, -1.550, 0.803], [-1.467, 0.489, -0.860], [-2.748, -0.646, -0.439], [-2.075, -1.449, -2.404], [-1.179, -2.514, -1.352], [0.107, -1.586, -3.331], [-0.090, 0.036, -2.735], [1.187, -0.851, -0.583], [2.030, -0.459, -2.055], [2.462, -2.680, -2.587], [1.096, -3.279, -1.631], [4.396, -2.229, 0.397], [3.724, -1.004, -0.672], [4.568, -2.421, -1.349], [-3.033, -1.324, 1.602], [-1.993, -2.829, 1.413], [-2.057, -1.963, 4.886], [-1.506, -4.290, 4.651], [-0.825, -3.995, 3.067], [0.307, -2.590, 5.519], [1.086, -3.002, 3.957], [0.764, -4.664, 6.399], [0.591, -5.510, 4.831], [2.020, -4.590, 5.216], [-1.483, 0.899, 4.655], [-0.593, -0.500, 5.193], [1.818, 0.124, 5.725], [1.702, -0.589, 4.050], [2.688, 2.212, 4.657], [3.777, 0.820, 4.642], [2.933, 1.306, 3.153], [-3.411, -5.282, -0.137], [-3.021, -4.156, -0.408], [-4.410, -5.894, -0.830], [-2.880, -6.022, 0.881], [-4.741, -6.817, -0.621], [-4.826, -5.384, -1.587], [-2.138, -5.610, 1.414], [-3.191, -6.947, 1.111], [-4.882, 2.759, 4.864], [-5.771, 3.500, 5.219], [-4.751, 1.481, 5.353], [-3.932, 3.124, 3.949], [-4.024, 0.855, 5.070], [-5.429, 1.175, 6.027], [-3.992, 4.051, 3.567], [-3.192, 2.522, 3.649], [-1.513, 3.227, -2.404], [-1.063, 2.112, -2.147], [-0.722, 4.327, -2.546], [-2.842, 3.443, -2.563], [-1.080, 5.240, -2.755], [0.267, 4.205, -2.435], [-3.457, 2.651, -2.464], [-3.236, 4.342, -2.770], [-6.260, 1.114, -3.350], [-6.074, 1.682, -2.286], [-5.911, -0.191, -3.556], [-6.832, 1.734, -4.421], [-6.058, -0.669, -4.424], [-5.488, -0.681, -2.790], [-7.106, 2.692, -4.307], [-6.992, 1.279, -5.301], [3.966, 2.386, -1.888], [4.119, 1.487, -1.071], [4.983, 3.186, -2.314], [2.756, 2.659, -2.445], [4.858, 3.926, -2.986], [5.896, 3.019, -1.930], [1.976, 2.090, -2.160], [2.613, 3.394, -3.119], [3.456, 3.553, -6.106], [3.390, 4.548, -5.392], [3.174, 3.579, -7.437], [3.815, 2.345, -5.601], [3.227, 2.770, -8.026], [2.906, 4.461, -7.835], [4.028, 2.325, -4.621], [3.879, 1.500, -6.139], [6.524, -0.211, -3.794], [6.315, 0.176, -4.931], [5.843, 0.282, -2.719], [7.454, -1.169, -3.502], [5.997, -0.022, -1.776], [5.151, 0.985, -2.894], [7.975, -1.555, -4.268], [7.636, -1.496, -2.572]], "mulliken_charge": [-1.03, -0.22, 0.75, -0.66, -0.50, -0.75, 0.29, -0.10, -0.97, -1.05, 0.92, -1.03, -0.37, -0.51, -0.46, -0.33, -0.07, -0.91, 0.36, -1.48, 0.91, -1.13, -0.23, 0.05, -1.15, -0.14, 0.07, 0.52, 0.94, -0.04, 0.51, 0.33, 0.66, -1.06, 0.69, 0.59, 0.31, 0.52, 0.18, -0.42, 0.21, 0.43, 0.36, 0.32, 0.04, 0.34, 0.51, -0.14, 0.53, 0.55, 0.33, 0.05, 0.10, 0.35, 0.37, 0.40, -0.05, 0.72, 0.43, 0.13, 0.32, 0.46, 0.12, 0.56, -0.49, -0.43, -0.34, 0.15, 0.23, 0.18, 0.17, 0.44, -0.63, -0.29, -0.31, 0.21, 0.19, 0.19, 0.28, 0.62, -0.43, -0.38, -0.37, 0.16, 0.14, 0.12, 0.14, 0.69, -0.65, -0.37, -0.39, 0.16, 0.19, 0.22, 0.16, 0.10, -0.61, -0.22, 0.08, 0.18, 0.26, -0.11, 0.20, 0.65, -0.68, -0.40, -0.19, 0.17, 0.24, 0.04, 0.17, 0.55, -0.66, -0.15, -0.38, 0.23, 0.14, 0.25, 0.16]}

=====

2.
{"formula": "C41H62BBrN4O3P2Ru", "method": "ωB97M-V with the def2-TZVPD basis set", "total_energy_ha": -5420.40106, "orbital_gap_ev": 7.1, "homo_energy_ha": -0.4798, "charge": 2, "elements": ["Ru", "C", "C", "C", "C", "P", "C", "N", "B", "N", "C", "P", "C", "C", "C", "C", "C", "C", "C", "C", "C", "C", "C", "C", "C", "C", "C", "C", "C", "C", "H", "H", "H", "H", "H", "H", "H", "H", "H", "H", "H", "H", "H", "H", "H", "H", "H", "H", "H", "H", "H", "H", "H", "H", "H", "H", "H", "H", "H", "H", "H", "H", "H", "H", "H", "H", "H", "H", "H", "H", "H", "H", "H", "H", "C", "C", "N", "C", "C", "C", "O", "C", "C", "C", "C", "N", "C", "H", "H", "H", "H", "H", "H", "H", "H", "H", "H", "H", "H", "H", "H", "Br", "C", "C", "C", "C", "C", "C", "C", "O", "O", "H", "H", "H", "H"], "coordinates": [[0.151, 0.163, 0.570], [-0.709, -3.286, -0.790], [-1.271, -3.146, 0.636], [-2.335, -4.224, 0.866], [-0.132, -3.400, 1.639], [-1.846, -1.379, 0.859], [-2.272, -1.111, 2.656], [-1.080, -0.716, 3.417], [-0.229, 0.410, 3.190], [1.089, 0.074, 3.559], [2.278, 0.802, 3.158], [2.225, 1.147, 1.325], [2.793, 2.902, 1.162], [1.667, 3.775, 1.743], [2.987, 3.283, -0.312], [4.092, 3.168, 1.931], [3.395, -0.099, 0.598], [3.645, 0.166, -0.895], [2.567, -1.386, 0.692], [4.747, -0.260, 1.294], [1.019, -1.153, 4.243], [2.007, -1.876, 4.891], [1.635, -3.059, 5.518], [0.313, -3.499, 5.494], [-0.670, -2.784, 4.823], [-0.300, -1.613, 4.185], [-3.452, -1.066, -0.053], [-3.922, 0.358, 0.280], [-3.213, -1.124, -1.565], [-4.573, -2.037, 0.347], [-0.137, -4.215, -0.851], [-0.034, -2.474, -1.059], [-1.482, -3.328, -1.553], [-1.828, -5.186, 0.985], [-3.017, -4.322, 0.025], [-2.920, -4.056, 1.773], [0.561, -4.131, 1.215], [-0.511, -3.812, 2.569], [0.445, -2.511, 1.895], [-2.711, -2.011, 3.082], [-3.023, -0.328, 2.721], [3.153, 0.191, 3.359], [2.393, 1.729, 3.718], [0.747, 3.681, 1.158], [1.982, 4.819, 1.691], [1.434, 3.555, 2.786], [2.185, 2.918, -0.953], [3.931, 2.911, -0.707], [3.011, 4.373, -0.390], [4.065, 2.820, 2.966], [4.262, 4.247, 1.963], [4.954, 2.719, 1.441], [2.736, 0.412, -1.437], [4.068, -0.738, -1.341], [4.359, 0.971, -1.056], [1.621, -1.316, 0.101], [2.298, -1.673, 1.711], [3.108, -2.219, 0.234], [5.401, 0.587, 1.100], [5.245, -1.150, 0.897], [4.673, -0.394, 2.374], [3.029, -1.520, 4.945], [2.380, -3.635, 6.052], [0.045, -4.408, 6.017], [-1.695, -3.136, 4.810], [-3.160, 1.101, 0.064], [-4.249, 0.476, 1.316], [-4.789, 0.572, -0.350], [-2.384, -0.486, -1.873], [-4.112, -0.763, -2.071], [-3.017, -2.128, -1.935], [-4.641, -2.193, 1.427], [-4.477, -3.005, -0.136], [-5.528, -1.611, 0.027], [-0.125, 0.660, -7.388], [0.875, 0.048, -6.417], [0.350, -1.116, -5.697], [0.369, -2.398, -6.428], [1.714, -3.095, -6.317], [-0.086, -1.125, -4.430], [-0.470, -2.133, -3.839], [-0.086, 0.146, -3.598], [-0.549, 1.403, -3.948], [-0.579, 2.405, -2.986], [-0.188, 2.125, -1.695], [0.229, 0.896, -1.334], [0.289, -0.050, -2.281], [0.291, 1.558, -7.846], [-1.060, 0.926, -6.892], [-0.373, -0.034, -8.191], [1.240, 0.782, -5.702], [1.752, -0.294, -6.967], [0.118, -2.182, -7.466], [-0.417, -3.023, -6.018], [2.524, -2.491, -6.730], [1.692, -4.037, -6.866], [1.942, -3.316, -5.273], [-0.906, 1.606, -4.950], [-0.918, 3.403, -3.232], [-0.190, 2.884, -0.930], [0.619, -1.033, -1.977], [-1.357, 3.779, 4.980], [-2.274, 4.122, 3.369], [-3.148, 5.198, 3.414], [-3.860, 5.578, 2.288], [-3.700, 4.896, 1.088], [-2.835, 3.825, 1.037], [-2.116, 3.407, 2.169], [-1.269, 2.227, 1.993], [-0.576, 1.777, 2.994], [-1.147, 1.665, 0.887], [-3.264, 5.743, 4.340], [-4.542, 6.417, 2.351], [-4.244, 5.202, 0.205], [-2.700, 3.285, 0.110]], "mulliken_charge": [0.04, -2.86, 2.73, -1.80, -1.37, 0.57, -1.50, 0.16, 0.52, 0.54, -1.64, 1.72, 1.68, -1.69, -1.62, -1.55, 2.34, -2.04, -1.77, -1.41, 0.89, -0.78, -0.94, -0.67, -0.89, 0.35, 2.53, -2.01, -2.18, -1.68, 0.65, 0.40, 0.42, 0.46, 0.34, 0.35, 0.62, 0.37, -0.52, 0.55, 0.35, 0.00, 0.50, 0.00, 0.76, 0.32, 0.28, 0.32, 0.51, 0.27, 0.48, 0.37, 0.23, 0.57, 0.33, -0.26, 0.17, 0.72, 0.37, 0.44, 0.29, 0.54, 0.46, 0.46, 0.49, -0.05, 0.38, 0.75, 0.21, 0.62, 0.36, 0.26, 0.37, 0.49, -1.17, -0.70, 0.24, -0.67, -1.08, 0.37, -0.71, -0.24, 0.29, -1.86, -0.55, 1.58, -1.08, 0.38, 0.31, 0.38, 0.44, 0.38, 0.34, 0.38, 0.32, 0.39, 0.27, 0.35, 0.55, 0.54, 0.42, -0.13, 0.31, -0.78, -0.70, -1.13, -0.32, 0.50, 0.20, -0.02, 0.92, 0.49, 0.43, 0.46, 0.20]}